No. 1
Molecular formula: C14H35BNO3PS
Method: DFT, ωB97M-V with the def2-TZVPD basis set

Computed properties:
DFT total energy = -1599.286540 a.u.
F_max = 0.89 eV Å⁻¹
Gap between HOMO and LUMO = 6.29 eV

Structure (XYZ):
```
56
C14H35BNO3PS, DFT ωB97M-V with the def2-TZVPD basis set
O -3.59 -0.25 5.61
P -4.73 -0.52 4.70
O -6.10 -0.40 5.60
O -4.85 0.76 3.67
B -4.79 -2.20 3.79
C -3.85 -2.28 2.46
C -4.50 -1.81 1.14
C -4.17 -0.34 0.85
S -3.40 -0.13 -0.78
H -6.82 -0.64 4.99
H -4.33 1.49 4.03
H -5.95 -2.49 3.51
H -4.39 -2.99 4.61
H -2.89 -1.77 2.57
H -3.60 -3.33 2.31
H -4.18 -2.46 0.33
H -5.57 -1.90 1.26
H -3.49 0.01 1.60
H -5.06 0.27 0.96
H -2.50 0.84 -0.51
C 5.65 0.32 -0.68
C 5.09 0.68 -2.06
C 4.05 1.79 -2.02
C 2.77 1.51 -1.25
N 1.83 0.46 -1.81
C 0.41 0.92 -1.66
C 0.20 1.93 -2.78
C 1.07 1.40 -3.94
C 1.93 0.30 -3.32
C 2.04 -0.88 -1.14
C 1.36 -1.08 0.22
C 1.89 -0.27 1.40
H 4.90 -0.13 -0.04
H 6.46 -0.40 -0.78
H 6.05 1.20 -0.18
H 4.70 -0.22 -2.54
H 5.92 1.02 -2.69
H 3.81 2.13 -3.03
H 4.50 2.66 -1.54
H 2.19 2.43 -1.17
H 3.01 1.21 -0.24
H -0.22 0.04 -1.80
H 0.26 1.33 -0.67
H 0.53 2.92 -2.48
H -0.85 2.01 -3.04
H 1.67 2.19 -4.38
H 0.46 0.98 -4.74
H 2.97 0.31 -3.64
H 1.52 -0.68 -3.55
H 3.11 -1.04 -1.08
H 1.63 -1.63 -1.82
H 1.49 -2.14 0.45
H 0.28 -0.94 0.13
H 2.98 -0.35 1.49
H 1.46 -0.65 2.32
H 1.62 0.78 1.34
```

Atom charges from the natural (NBO) analysis, given in e for atoms 1 to 4: -1.1603 2.1414 -0.9963 -1.0365

No. 2
Molecular formula: C14H35BrO2Si2
Method: DFT, ωB97M-V with the def2-TZVPD basis set

Computed properties:
DFT total energy = -3857.938248 a.u.
F_max = 5.01 eV Å⁻¹
Gap between HOMO and LUMO = 10.81 eV

Structure (XYZ):
```
54
C14H35BrO2Si2, DFT ωB97M-V with the def2-TZVPD basis set
O -6.10 -3.24 5.16
C -6.19 -4.37 4.65
Br -6.95 -4.68 2.82
C -5.73 -5.72 5.42
Si -4.10 -6.29 4.54
O -2.82 -5.29 5.20
Si -2.47 -3.97 4.11
H -6.60 -6.45 5.26
H -5.50 -5.54 6.52
H -4.12 -6.04 3.10
H -3.94 -7.71 4.89
H -1.26 -4.26 3.32
H -3.60 -3.69 3.19
H -2.18 -2.71 4.83
C -2.40 -0.77 1.96
C -2.18 0.38 0.98
C -1.00 0.14 0.03
C 0.37 0.02 0.70
C 0.78 1.21 1.56
C 0.92 2.50 0.77
H -1.53 -0.91 2.62
H -3.26 -0.56 2.59
H -2.58 -1.71 1.43
H -2.04 1.32 1.53
H -3.09 0.50 0.39
H -0.98 0.96 -0.70
H -1.19 -0.77 -0.55
H 1.12 -0.14 -0.08
H 0.39 -0.88 1.32
H 1.75 0.98 2.03
H 0.08 1.36 2.38
H 1.66 2.39 -0.03
H 1.25 3.32 1.42
H -0.03 2.81 0.32
C 4.72 4.31 -5.88
C 4.00 2.98 -5.75
C 2.74 3.05 -4.88
C 2.97 3.45 -3.42
C 3.93 2.54 -2.64
C 3.44 1.11 -2.52
H 5.07 4.68 -4.91
H 5.59 4.21 -6.53
H 4.06 5.07 -6.31
H 4.69 2.22 -5.35
H 3.71 2.64 -6.75
H 2.23 2.08 -4.92
H 2.05 3.77 -5.33
H 2.01 3.46 -2.91
H 3.35 4.48 -3.38
H 4.06 2.96 -1.64
H 4.93 2.55 -3.11
H 2.47 1.07 -2.02
H 4.15 0.52 -1.93
H 3.35 0.63 -3.50
```

Atom charges from the natural (NBO) analysis, given in e for atoms 1 to 4: -0.5121 0.5279 -0.0523 -0.9662

No. 3
Molecular formula: C14H35BrO4Si2
Method: DFT, ωB97M-V with the def2-TZVPD basis set

Computed properties:
DFT total energy = -4008.448528 a.u.
F_max = 2.67 eV Å⁻¹
Gap between HOMO and LUMO = 10.67 eV

Structure (XYZ):
```
56
C14H35BrO4Si2, DFT ωB97M-V with the def2-TZVPD basis set
C 6.64 -1.08 -1.51
C 5.58 -1.18 -2.59
C 4.75 0.09 -2.68
C 4.07 0.42 -1.36
C 2.71 1.12 -1.58
C 1.56 0.13 -1.59
Si -0.12 0.92 -1.34
O -1.26 -0.19 -1.88
Si -2.41 -0.68 -0.79
C -3.96 -1.13 -1.80
C -3.60 -1.39 -3.21
O -2.76 -2.17 -3.60
Br -4.59 -0.34 -4.57
H 7.26 -0.22 -1.71
H 7.27 -1.96 -1.51
H 6.23 -1.00 -0.52
H 4.93 -2.02 -2.37
H 6.08 -1.35 -3.53
H 3.96 -0.05 -3.40
H 5.38 0.91 -3.00
H 4.70 1.00 -0.70
H 3.87 -0.52 -0.86
H 2.76 1.60 -2.55
H 2.56 1.88 -0.83
H 1.49 -0.38 -2.55
H 1.68 -0.65 -0.85
H -0.20 2.11 -2.22
H -0.34 1.31 0.07
H -2.71 0.40 0.15
H -2.00 -1.85 0.00
H -4.50 -1.97 -1.39
H -4.58 -0.24 -1.80
C -0.58 -3.14 4.13
C -2.02 -3.17 3.64
C -2.64 -4.55 3.82
O -2.07 -2.79 2.26
H 0.03 -3.85 3.57
H -0.15 -2.15 3.99
H -0.52 -3.39 5.19
H -2.61 -2.43 4.17
H -2.09 -5.30 3.26
H -3.67 -4.56 3.46
H -2.64 -4.84 4.87
H -1.56 -3.43 1.76
C -3.56 4.70 1.84
C -2.34 3.88 1.43
C -1.34 4.72 0.65
O -2.75 2.75 0.65
H -4.08 5.08 0.95
H -4.27 4.08 2.39
H -3.27 5.55 2.46
H -1.86 3.47 2.32
H -1.79 5.10 -0.27
H -0.48 4.12 0.37
H -0.99 5.57 1.24
H -3.18 3.08 -0.14
```

Atom charges from the natural (NBO) analysis, given in e for atoms 1 to 4: -0.6049 -0.3870 -0.3914 -0.3922

No. 4
Molecular formula: C14H35ClN2O
Method: DFT, ωB97M-V with the def2-TZVPD basis set

Computed properties:
DFT total energy = -1198.969929 a.u.
F_max = 12.99 eV Å⁻¹
Gap between HOMO and LUMO = 7.33 eV
Energy relative to the best compared isomer or geometry (same formula, charge and spin) = 209.3 kJ/mol

Structure (XYZ):
```
53
C14H35ClN2O, DFT ωB97M-V with the def2-TZVPD basis set
C 0.40 1.89 0.83
C 1.63 0.88 0.75
N 1.83 0.28 -0.62
C 0.69 -0.56 -0.90
C 2.04 1.23 -1.69
C 3.12 2.42 -1.44
C 3.14 -0.50 -0.47
C 3.14 -1.78 0.40
O 4.59 -2.13 0.54
C 4.65 -3.24 1.43
H -0.46 1.41 0.39
H 0.49 2.82 0.20
H 0.26 2.32 1.86
H 1.46 0.02 1.60
H 2.64 1.25 1.12
H 0.45 -1.34 -0.09
H 1.00 -1.02 -1.78
H -0.10 -0.08 -1.32
H 1.28 1.78 -1.96
H 2.43 0.76 -2.53
H 3.37 3.01 -2.15
H 4.09 1.74 -1.41
H 3.00 2.93 -0.54
H 3.92 -0.07 -0.24
H 3.31 -0.88 -1.63
H 2.41 -2.51 0.34
H 2.98 -1.51 1.56
H 3.93 -4.22 1.40
H 4.34 -2.88 2.62
H 5.60 -3.56 1.53
Cl 0.15 -2.05 2.87
C -2.99 2.75 -0.88
C -3.39 1.71 0.26
N -2.96 0.29 -0.07
C -2.46 -0.55 1.08
C -3.71 -0.94 1.87
C -3.71 -0.38 -1.04
C -3.12 -1.63 -1.62
H -3.43 2.47 -1.81
H -2.12 2.58 -1.48
H -3.34 3.79 -0.54
H -4.41 1.89 0.72
H -2.81 2.11 1.05
H -1.85 0.16 1.75
H -1.96 -1.48 0.88
H -4.69 -1.56 1.57
H -4.08 0.05 2.52
H -3.55 -1.63 2.83
H -3.88 0.34 -1.84
H -4.60 -0.60 -0.71
H -3.69 -2.07 -2.43
H -2.85 -2.27 -0.88
H -2.16 -1.41 -1.94
```

Atom charges from the natural (NBO) analysis, given in e for atoms 1 to 4: -0.6589 -0.2935 -0.2199 -0.4455

No. 5
Molecular formula: C14H35MnN3S2
Method: DFT, ωB97M-V with the def2-TZVPD basis set

Computed properties:
DFT total energy = -2665.493657 a.u.
F_max = 2.22 eV Å⁻¹
Gap between HOMO and LUMO (alpha / beta) = 10.02 / 9.61 eV
2S+1 = 6
⟨S²⟩ = 8.756
Net charge = +2

Structure (XYZ):
```
55
C14H35MnN3S2, DFT ωB97M-V with the def2-TZVPD basis set
Mn 0.24 -0.01 -0.34
S -1.03 -2.30 -0.15
S -1.05 2.28 -0.26
C 0.29 -3.59 -0.04
C -1.34 -2.36 -1.99
C -0.74 -1.23 -2.84
N -0.97 0.02 -2.11
C -0.78 1.26 -2.89
C -1.43 2.37 -2.06
H -2.44 -2.29 -2.00
H -1.06 -3.37 -2.31
H -1.14 -1.16 -3.87
H 0.36 -1.38 -2.95
H -1.20 1.16 -3.91
H 0.30 1.47 -3.01
H -2.52 2.31 -2.14
H -1.11 3.39 -2.31
C 0.16 3.69 -0.18
H -1.90 0.03 -1.60
H 0.97 3.63 -0.93
H 0.58 3.78 0.83
H -0.49 4.56 -0.39
H 0.84 -3.57 0.92
H 1.01 -3.60 -0.87
H -0.32 -4.51 -0.08
C -4.56 -0.03 0.30
C -3.87 -0.06 1.44
H -4.88 -0.93 -0.21
H -4.69 0.91 -0.22
H -3.58 -0.96 1.99
H -3.50 0.82 1.99
C 2.47 0.94 -0.42
N 2.19 -0.48 0.02
C 2.82 -1.36 -0.98
C 2.58 -0.83 1.44
C 1.48 -0.90 2.47
N 0.57 0.24 2.28
C -0.64 0.15 3.11
C 1.25 1.51 2.59
H 3.49 1.25 -0.12
H 1.69 1.60 -0.04
H 2.41 1.04 -1.51
H 3.91 -1.16 -1.07
H 2.69 -2.41 -0.70
H 2.32 -1.25 -1.95
H 3.06 -1.80 1.39
H 3.31 -0.08 1.73
H 0.91 -1.85 2.42
H 1.96 -0.84 3.48
H -1.22 -0.76 2.87
H -0.39 0.13 4.20
H -1.24 1.04 2.91
H 1.68 1.45 3.61
H 2.06 1.71 1.88
H 0.48 2.30 2.57
```

Atom charges from the natural (NBO) analysis, given in e for atoms 1 to 4: 1.2026 0.2113 0.2020 -0.7335

No. 6
Molecular formula: C14H35N3O6
Method: DFT, ωB97M-V with the def2-TZVPD basis set

Computed properties:
DFT total energy = -1170.037491 a.u.
F_max = 2.72 eV Å⁻¹
Gap between HOMO and LUMO = 8.37 eV
SMILES = CC1(C)CCCC(C)(C)N1O.NC(N)=O.OCCO.OCCO

Structure (XYZ):
```
58
C14H35N3O6, DFT ωB97M-V with the def2-TZVPD basis set
C -1.37 0.22 -1.26
C 0.02 0.86 -1.04
O 0.47 1.28 -2.31
O -2.10 1.10 -2.12
H -1.94 -0.19 -0.42
H -1.23 -0.73 -1.79
H 0.67 0.05 -0.74
H -0.11 1.69 -0.34
H -0.30 1.76 -2.66
H -2.57 0.61 -2.79
C -3.66 0.38 -5.87
C -4.94 0.57 -5.07
O -4.88 1.52 -4.02
O -3.65 -0.94 -6.40
H -2.74 0.47 -5.29
H -3.64 1.13 -6.67
H -5.25 -0.42 -4.69
H -5.80 0.87 -5.69
H -5.73 1.68 -3.60
H -3.02 -1.45 -5.90
C 3.57 0.00 -3.97
O 4.58 -0.69 -3.96
N 2.63 -0.10 -4.96
N 3.23 0.93 -3.03
H 2.75 -0.59 -5.83
H 1.88 0.57 -5.00
H 3.85 0.99 -2.25
H 2.29 1.29 -2.96
C 1.34 -1.45 1.49
C 1.99 -0.71 2.66
C 1.87 0.77 2.39
C 0.66 1.58 2.83
C 0.20 1.07 4.19
C 0.02 -0.47 4.39
N 1.25 -1.10 3.90
O 1.39 -2.48 4.15
C -0.08 -0.68 5.88
C -1.21 -0.91 3.56
C 3.50 -1.10 2.66
H 1.90 -1.33 0.56
H 0.35 -1.00 1.36
H 1.30 -2.54 1.55
H 2.75 1.26 2.82
H 1.98 0.99 1.32
H -0.20 1.42 2.16
H 0.90 2.63 2.98
H -0.79 1.55 4.25
H 0.70 1.51 5.06
H -0.76 0.07 6.28
H -0.47 -1.68 6.11
H 0.88 -0.52 6.36
H -1.38 -0.39 2.63
H -1.10 -2.00 3.47
H -2.12 -0.71 4.14
H 3.92 -1.05 1.66
H 3.43 -2.16 2.92
H 4.02 -0.54 3.43
H 0.77 -2.88 3.51
```

Atom charges from the natural (NBO) analysis, given in e for atoms 1 to 4: -0.1012 -0.0843 -0.7473 -0.7424

No. 7
Molecular formula: C14H36ClF6NO14S2Zr
Method: DFT, ωB97M-V with the def2-TZVPD basis set

Computed properties:
DFT total energy = -3565.046829 a.u.
F_max = 6.78 eV Å⁻¹
Gap between HOMO and LUMO = 6.93 eV
Net charge = +2

Structure (XYZ):
```
75
C14H36ClF6NO14S2Zr, DFT ωB97M-V with the def2-TZVPD basis set
Zr -0.02 0.05 0.11
Cl 0.49 0.61 4.12
O -0.42 -0.27 4.87
O 0.46 1.97 4.52
O -0.07 0.56 2.83
O 1.81 0.03 4.06
C -3.36 2.16 -2.01
F -3.66 2.78 -3.15
F -3.19 3.08 -1.07
F -4.29 1.29 -1.60
S -1.64 1.35 -2.48
O -1.53 1.34 -3.94
O -0.60 2.10 -1.78
N -1.30 -0.07 -1.51
S -2.21 -1.09 -2.44
O -2.28 -2.29 -1.62
O -3.45 -0.66 -3.09
C -1.00 -1.49 -3.90
F -1.50 -1.04 -5.02
F 0.18 -0.87 -3.83
F -0.83 -2.82 -3.96
C 4.11 -1.04 1.86
C 3.09 -1.16 0.75
O 1.74 -0.86 1.17
H 4.98 -1.60 1.50
H 3.70 -1.53 2.74
H 4.26 0.02 2.04
H 2.98 -2.20 0.45
H 3.26 -0.59 -0.17
H 1.75 -1.06 2.11
C -2.92 -2.07 2.65
C -2.56 -2.02 1.22
O -1.19 -1.51 1.21
H -2.97 -1.12 3.19
H -2.28 -2.82 3.11
H -3.95 -2.41 2.77
H -3.05 -1.30 0.56
H -2.62 -3.05 0.88
H -0.89 -2.06 1.94
C 1.20 -4.39 -0.33
C 0.11 -3.45 -0.77
O 0.64 -2.12 -0.88
H 2.01 -4.29 -1.05
H 0.82 -5.41 -0.29
H 1.64 -4.15 0.64
H -0.65 -3.61 -0.01
H -0.28 -3.70 -1.75
H 1.42 -2.25 -1.42
C -3.10 2.66 2.49
C -3.05 1.54 1.51
O -1.85 1.50 0.74
H -3.96 2.64 3.16
H -3.01 3.64 2.02
H -2.29 2.61 3.22
H -3.90 1.46 0.83
H -3.13 0.63 2.10
H -1.82 2.44 0.53
C 2.78 3.68 0.26
C 2.00 2.57 1.11
O 0.88 2.08 0.37
H 3.37 4.29 0.96
H 2.05 4.34 -0.20
H 3.57 3.34 -0.41
H 1.64 2.80 2.12
H 2.71 1.75 1.21
H 0.46 2.94 0.27
C 2.37 1.08 -3.71
C 2.41 1.15 -2.18
O 1.52 0.23 -1.54
H 2.69 0.15 -4.17
H 2.99 1.78 -4.26
H 1.37 1.30 -4.09
H 2.14 2.18 -1.95
H 3.36 0.86 -1.71
H 1.84 -0.59 -1.93
```

Atom charges from the Löwdin analysis, given in e for atoms 1 to 4: 2.1221 0.6616 -0.3195 -0.2719

No. 8
Molecular formula: C14H36NO21S5V
Method: DFT, ωB97M-V with the def2-TZVPD basis set

Computed properties:
DFT total energy = -5124.234845 a.u.
F_max = 4.56 eV Å⁻¹
Gap between HOMO and LUMO = 2.99 eV

Structure (XYZ):
```
78
C14H36NO21S5V, DFT ωB97M-V with the def2-TZVPD basis set
O -2.96 2.13 -1.24
V -2.39 0.88 -2.10
O -3.19 -0.49 -1.71
N -2.89 2.85 -7.12
O -1.67 3.12 -6.99
O -3.48 2.93 -8.20
O -3.49 2.36 -6.15
C -2.00 -7.39 -1.66
C -3.19 -7.51 -2.58
O -4.14 -8.33 -1.93
S -3.38 -9.38 -0.95
O -2.77 -10.43 -1.78
O -4.16 -9.73 0.21
O -2.28 -8.22 -0.55
H -1.97 -6.41 -1.18
H -1.01 -7.58 -2.09
H -2.98 -8.01 -3.53
H -3.51 -6.48 -2.72
O 3.46 -3.50 -4.93
S 3.19 -2.09 -5.16
O 2.00 -1.42 -4.70
O 4.48 -1.23 -4.52
C 5.79 -1.87 -4.62
C 6.73 -0.85 -5.28
C 3.51 -1.62 -6.94
H 5.78 -2.74 -5.27
H 6.13 -2.04 -3.60
H 6.24 -0.72 -6.25
H 7.66 -1.39 -5.47
H 6.78 0.17 -4.89
H 4.53 -1.92 -7.21
H 3.52 -0.54 -7.05
H 2.80 -2.06 -7.64
O 4.52 3.93 -0.48
S 3.60 4.78 -1.24
O 2.28 4.31 -1.68
O 3.44 6.23 -0.48
C 4.61 6.85 -0.03
C 4.54 7.29 1.38
C 4.48 5.46 -2.78
H 4.94 7.68 -0.66
H 5.47 6.21 -0.23
H 5.41 7.80 1.78
H 4.24 6.42 1.95
H 3.74 8.03 1.49
H 5.40 5.94 -2.44
H 3.90 6.16 -3.38
H 4.68 4.60 -3.41
O -8.08 -1.04 3.45
S -6.69 -1.20 3.95
O -5.56 -0.38 3.56
O -6.69 -0.98 5.59
C -7.24 0.26 6.03
C -7.24 0.23 7.56
C -6.24 -2.99 3.89
H -8.27 0.41 5.73
H -6.83 1.22 5.70
H -8.03 -0.38 7.98
H -7.35 1.22 8.00
H -6.29 -0.16 7.95
H -6.86 -3.58 4.57
H -5.17 -3.02 4.09
H -6.58 -3.23 2.88
O 0.23 -1.29 4.01
S 0.79 0.03 3.55
O 0.48 0.52 2.22
O 0.33 1.14 4.71
C 0.33 2.44 4.30
C 0.46 3.24 5.62
C 2.66 -0.14 3.84
H -0.51 2.68 3.64
H 1.20 2.71 3.69
H -0.24 3.00 6.42
H 0.42 4.33 5.56
H 1.47 2.99 5.95
H 2.94 -0.52 4.82
H 3.01 0.89 3.80
H 3.12 -0.60 2.97
```

Atom charges from the Löwdin analysis, given in e for atoms 1 to 4: -0.2604 1.2608 -0.2844 -0.6340

Among the records above, which one has the lowest F_max? C14H35BNO3PS

DFT total energy of number 7 (C14H36ClF6NO14S2Zr)? -3565.046829 a.u.